Computed, not measured: a cluster of 2 separate species, ClH3N2S in total in a non-equilibrium geometry, with ωB97M-V/def2-TZVPD.

Geometry (Å):
N  0.699  -1.151  -0.733
N  0.570  0.883  0.570
S  0.070  -0.680  0.572
Cl  -2.741  0.305  -0.219
H  0.602  -2.124  -0.974
H  0.009  1.513  1.128
H  0.791  1.255  -0.346

Force components x, y, z for each atom (eV/Å):
-0.176 0.577 0.748
-0.184 -0.739 0.494
-0.520 1.416 -2.011
1.367 -0.476 0.492
-0.241 -0.459 0.299
-0.234 -0.118 0.092
-0.013 -0.200 -0.115

Properties
Total energy ... -26384.3650 eV
HOMO (spin up / spin down) ... -0.324 / -0.324 Eh
LUMO (spin up / spin down) ... -2.3 / -2.3 eV
M ... 98.56 g/mol
Kohn-Sham gap (spin up / spin down) ... 6.53 / 6.53 eV